1.
Density functional theory data (wB97M-V/def2-TZVPD) for a 2-piece molecular cluster, C3H6N2O overall at a distorted geometry.

Output
spin multiplicity = 1
energy relative to the best compared isomer or geometry (same formula, charge and spin) = 107.3 kJ/mol
charge = 0
DFT total energy = -302.65224 a.u.
HOMO energy = -8.914 eV
F_max = 0.04813 hartree/bohr

CARTESIAN COORDINATES (ANGSTROEM)
C: -0.4944 -0.5332 0.8012
C: -1.4741 -0.9090 -0.0654
N: -0.8331 -1.0568 -1.2849
C: 0.4307 -0.5957 -1.1059
N: 0.7360 -0.4800 0.1831
H: -0.6084 -0.3413 1.8604
H: -2.5013 -1.2468 -0.0220
H: -1.2001 -1.3878 -2.1568
H: 1.0713 -0.4868 -1.9592
H: 1.9994 2.9516 1.5890
H: 1.5919 1.7594 0.7188
O: 1.2823 2.3265 1.4415

***

2.
Density functional theory data (wB97M-V/def2-TZVPD) for a 2-piece molecular cluster, C11H13BrN2 overall at a distorted geometry.

Output
spin multiplicity = 1
energy relative to the best compared isomer or geometry (same formula, charge and spin) = 194.7 kJ/mol
charge = 0
DFT total energy = -3110.35777 a.u.
HOMO energy = -8.069 eV
F_max = 0.02786 hartree/bohr

CARTESIAN COORDINATES (ANGSTROEM)
C: -1.0178 -2.1104 -1.8340
C: 0.0420 -1.5281 -2.5741
C: -1.1808 -1.3881 -0.6949
C: 0.4932 -0.4414 -1.8896
C: 3.0196 -0.0313 1.1397
C: 2.5522 1.0542 1.3096
C: -0.4949 1.1669 2.5460
C: -1.4354 2.0976 2.6560
C: -0.1921 0.5922 0.2632
C: -2.1707 -1.5633 0.3984
C: 1.6313 0.4484 -2.2441
N: -0.3287 0.3416 1.4672
N: -0.2578 -0.3407 -0.7235
Br: -0.0696 2.4784 -0.4195
H: -1.5896 -2.9706 -2.1196
H: 0.4275 -1.8787 -3.5110
H: 3.4067 -0.9949 0.9818
H: 2.1878 2.0250 1.4767
H: 0.1681 0.9143 3.3624
H: -1.5614 2.6547 3.5655
H: -2.1248 2.3064 1.8576
H: -1.6861 -1.8442 1.3328
H: -2.7304 -0.6451 0.5756
H: -2.8696 -2.3459 0.1151
H: 1.2885 1.3771 -2.7002
H: 2.2338 0.6933 -1.3703
H: 2.2590 -0.0673 -2.9667

***

3.
Density functional theory data (wB97M-V/def2-TZVPD) for C5H9EuO4 as an isolated structure at a distorted geometry.

Output
spin multiplicity = 9
charge = 0
<S²> = 20.018
DFT total energy = -1207.09234 a.u.
HOMO energy (alpha / beta) = -5.610 / -8.367 eV
F_max = 0.06761 hartree/bohr

CARTESIAN COORDINATES (ANGSTROEM)
O: 1.1254 -1.5142 2.2732
C: 0.3693 -1.2967 3.2639
C: -0.7515 -0.4055 3.1672
H: 0.7011 -1.6286 4.2594
H: -0.9781 0.2512 4.0093
H: -1.5310 -0.6933 2.4467
O: -0.1350 0.9378 0.8624
O: 1.1254 -1.4181 -1.5557
C: 0.7042 -0.7318 -2.6842
C: -0.2688 0.3903 -2.3258
O: 0.3652 1.2066 -1.3377
C: -0.4396 1.6895 -0.2342
Eu: 1.3345 -0.4507 0.2192
H: 0.1865 -1.3916 -3.4080
H: 1.5587 -0.2807 -3.2293
H: -1.1924 -0.0406 -1.9008
H: -0.5326 1.0014 -3.2036
H: -0.1351 2.7416 -0.0994
H: -1.5063 1.6336 -0.5225

***

4.
Density functional theory data (wB97M-V/def2-TZVPD) for the molecule C5H7N at a distorted geometry.

Output
spin multiplicity = 1
energy relative to the best compared isomer or geometry (same formula, charge and spin) = 358.6 kJ/mol
charge = 0
DFT total energy = -249.33664 a.u.
HOMO energy (alpha / beta) = -7.440 / -9.136 eV
F_max = 0.02961 hartree/bohr

CARTESIAN COORDINATES (ANGSTROEM)
C: -0.5418 0.2490 -1.2845
C: 0.8269 0.6413 -0.8517
C: 0.4642 -0.5287 1.1734
C: -1.0097 -0.4335 0.9262
N: -1.1441 -0.7255 -0.4726
C: 1.3499 -0.0168 0.2424
H: -0.4907 -0.0712 -2.3386
H: -1.1130 1.2154 -1.3260
H: 1.3384 1.4868 -1.3008
H: 0.8441 -0.9356 2.1154
H: -1.4698 -1.2657 1.4745
H: -1.4799 0.5079 1.2728
H: 2.4256 -0.1234 0.3696

***

5.
Density functional theory data (wB97M-V/def2-TZVPD) for a 2-piece molecular cluster, CH3O3 overall at a distorted geometry.

Output
spin multiplicity = 1
energy relative to the best compared isomer or geometry (same formula, charge and spin) = 62.5 kJ/mol
charge = -1
DFT total energy = -265.67404 a.u.
HOMO energy = -3.814 eV
F_max = 0.03925 hartree/bohr

CARTESIAN COORDINATES (ANGSTROEM)
O: 1.1348 0.1692 2.7382
H: 0.5482 -0.1043 1.9970
H: 0.7817 1.0417 3.0250
O: 0.1745 -1.1061 -2.4079
O: -0.6451 0.0967 -0.7651
C: -0.6614 -0.3181 -1.9378
H: -1.3327 0.2209 -2.6495

***

6.
Density functional theory data (wB97M-V/def2-TZVPD) for C24H37GeN3O9PS5Zr as an isolated structure.

Output
spin multiplicity = 2
energy relative to the best compared isomer or geometry (same formula, charge and spin) = 30.9 kJ/mol
charge = -2
<S²> = 0.771
DFT total energy = -6234.75304 a.u.
HOMO energy (alpha / beta) = -0.518 / -2.327 eV
F_max = 0.00617 hartree/bohr

CARTESIAN COORDINATES (ANGSTROEM)
Zr: 0.4979 -0.3516 -0.7729
C: 1.9190 5.5760 2.6984
C: 0.4604 5.4571 3.0974
O: 0.2793 4.5229 4.1609
P: -0.0245 2.9466 3.8472
S: -1.4444 2.7963 2.5035
S: 1.6567 1.9527 3.5604
O: -0.5315 2.5523 5.3377
C: -1.7780 3.0758 5.7985
C: -2.8174 1.9752 5.8380
H: 2.0274 6.3297 1.9145
H: 2.2890 4.6220 2.3254
H: 2.5298 5.8649 3.5558
H: -0.1599 5.1620 2.2476
H: 0.0838 6.4110 3.4763
H: -2.1117 3.8856 5.1464
H: -1.5938 3.4879 6.7945
H: -2.9921 1.6151 4.8243
H: -3.7574 2.3520 6.2502
H: -2.4688 1.1449 6.4556
O: -0.7121 3.0454 -1.4676
S: -1.7419 2.0328 -1.5808
O: -3.0808 2.4600 -1.2497
O: -1.3813 0.7996 -0.8432
C: -1.8699 1.5687 -3.3189
C: -2.3460 2.6547 -4.0571
C: -2.6564 2.5495 -5.3977
C: -2.5166 1.3223 -6.0236
C: -2.0359 0.2436 -5.3049
C: -1.6856 0.3299 -3.9514
S: -0.7721 -1.2819 -3.5729
O: -1.6729 -2.2963 -4.1518
O: 0.9622 0.7033 -2.3939
O: -0.7532 -1.5043 -2.0304
H: -2.4851 3.5943 -3.5381
H: -3.0173 3.4156 -5.9393
H: -2.7712 1.1991 -7.0698
H: -1.9177 -0.7118 -5.7979
S: 2.2790 -1.9895 0.3950
C: 1.6031 -3.5634 0.7603
N: 2.4805 -4.3671 1.5055
C: 2.2096 -5.7128 1.7417
C: 1.0009 -6.2326 1.3879
C: 0.0487 -5.4328 0.7326
C: 0.3998 -4.0916 0.4022
H: 3.4256 -4.0313 1.5706
H: 2.9818 -6.2714 2.2504
H: 0.7953 -7.2714 1.6162
H: -0.9072 -5.8356 0.4312
H: -0.2919 -3.4829 -0.1638
C: 4.7380 -1.5640 -2.7990
Ge: 2.8469 -1.3655 -3.3265
C: 2.0598 -3.1670 -3.2225
C: 2.8049 -0.8307 -5.2297
C: 2.1538 0.0049 -2.1284
H: 5.3188 -0.6845 -3.0847
H: 5.1890 -2.4461 -3.2588
H: 4.7820 -1.6760 -1.7140
H: 2.8132 -3.8982 -3.5291
H: 1.1947 -3.2795 -3.8768
H: 1.7611 -3.3976 -2.1989
H: 3.2080 -1.6178 -5.8719
H: 3.3904 0.0789 -5.3781
H: 1.7752 -0.6284 -5.5277
H: 2.9658 0.6622 -1.7934
O: 1.0507 1.4496 0.4562
H: 0.5778 2.2191 0.0787
H: 1.1079 1.5929 1.4336
N: -2.8389 -1.6880 0.0144
C: -2.2345 -1.3297 1.1877
C: -2.9844 -1.2723 2.3736
C: -2.3492 -1.0021 3.5594
C: -0.9722 -0.7990 3.5694
C: -0.3118 -0.8661 2.3667
N: -0.9110 -1.1107 1.1870
H: -3.8134 -1.4478 -0.0540
H: -2.3146 -1.5208 -0.8365
H: -4.0522 -1.4454 2.3311
H: -2.9212 -0.9421 4.4778
H: -0.4279 -0.5420 4.4662
H: 0.7579 -0.7063 2.3275

***

7.
Density functional theory data (wB97M-V/def2-TZVPD) for an isolated ion of composition C5H9N2O and charge +1 at a distorted geometry.

Output
spin multiplicity = 1
energy relative to the best compared isomer or geometry (same formula, charge and spin) = 240.8 kJ/mol
charge = +1
DFT total energy = -380.36009 a.u.
HOMO energy = -14.269 eV
F_max = 0.08322 hartree/bohr

CARTESIAN COORDINATES (ANGSTROEM)
C: -0.0281 2.1604 0.6271
C: -1.3137 0.1466 0.3411
C: 1.2999 1.3326 0.3413
C: -0.0409 -0.5528 -0.0986
C: -0.2676 -1.8784 -0.7318
N: -1.1508 1.6431 0.7416
N: 1.0783 0.0413 -0.0797
O: -2.2338 0.1953 -0.6833
H: 0.2039 3.2455 0.6405
H: -1.6104 -0.3980 1.3289
H: 1.7836 1.9200 -0.5312
H: 1.9177 1.2253 1.2375
H: -0.5918 -2.5244 0.0431
H: 0.6110 -2.3766 -1.1374
H: -1.1035 -1.7732 -1.4200
H: -3.0682 0.3499 -0.2005
H: 1.7180 -0.6170 -0.3098

***

8.
Density functional theory data (wB97M-V/def2-TZVPD) for a 13-piece molecular cluster, H26O13 overall at a distorted geometry.

Output
spin multiplicity = 1
energy relative to the best compared isomer or geometry (same formula, charge and spin) = 461.3 kJ/mol
charge = 0
DFT total energy = -993.59753 a.u.
HOMO energy = -9.671 eV
F_max = 0.04114 hartree/bohr

CARTESIAN COORDINATES (ANGSTROEM)
H: -0.1765 -0.0278 0.3242
H: -0.4117 0.3052 1.7884
H: -3.3707 2.0560 -2.0577
H: -2.7617 1.6051 -3.3752
H: -1.2209 -0.2115 -3.6651
H: -1.1604 -1.6609 -4.1188
H: 0.1923 -2.7075 -2.8544
H: -0.6169 -3.4068 -3.9343
H: -3.7741 2.2870 2.0932
H: -2.6559 2.5338 1.0939
H: 3.5936 1.4926 1.1147
H: 2.3245 0.8153 0.6242
H: 2.1340 -0.2259 -2.0662
H: 2.2997 -1.2511 -3.1759
H: 1.9051 4.6206 4.0512
H: 0.8992 3.6992 4.7215
H: -2.8281 -2.2254 -2.6099
H: -3.3188 -1.7403 -1.2556
H: 4.8167 -2.1145 -0.2945
H: 3.4868 -1.3942 -0.4450
H: -0.9999 -3.2531 1.9224
H: -1.8568 -1.9995 1.9883
H: 0.7528 5.9170 2.2889
H: 1.0797 4.4343 2.2186
H: 1.5500 -1.9163 2.6109
H: 0.8114 -2.0429 1.2886
O: -0.7530 -0.2365 1.0679
O: -3.1357 1.2644 -2.5548
O: -1.2192 -1.1142 -3.3271
O: -0.2714 -3.5311 -3.0431
O: -3.1032 1.8284 1.5749
O: 3.1103 0.6600 1.1603
O: 1.6695 -0.9407 -2.5159
O: 1.4339 3.7894 3.9247
O: -3.0804 -1.4256 -2.1349
O: 4.0870 -1.7509 0.2195
O: -1.1880 -2.4896 2.4798
O: 0.7551 5.1671 1.6833
O: 1.6085 -1.6693 1.6810

***

> Look up the F_max of the sixth one.

0.00617 hartree/bohr

***

> Number 6 is which compound?

C24H37GeN3O9PS5Zr

***

> Which of these has the highest DFT total energy?

C5H7N

***

> F_max of number 1 (C3H6N2O)?

0.04813 hartree/bohr